C90H168N6O24 | ωB97M-V/def2-TZVPD

Positions of all 288 atoms, in Å:
C (11.016, -20.181, -2.523)
C (10.356, -20.363, -3.903)
C (11.356, -21.150, -4.733)
C (10.829, -21.903, -5.954)
C (9.660, -22.787, -5.552)
C (8.520, -22.002, -4.846)
N (9.063, -21.066, -3.800)
O (8.030, -20.501, -2.968)
C (7.634, -21.309, -5.885)
C (7.708, -23.126, -4.209)
C (10.175, -18.920, -4.511)
H (10.354, -19.612, -1.870)
H (11.943, -19.619, -2.636)
H (11.249, -21.106, -1.995)
H (12.178, -20.499, -5.028)
H (11.907, -21.834, -4.087)
H (11.668, -22.509, -6.297)
H (10.495, -21.256, -6.765)
H (10.099, -23.614, -4.995)
H (9.220, -23.297, -6.409)
H (6.686, -20.950, -5.485)
H (8.266, -20.501, -6.251)
H (7.280, -21.924, -6.713)
H (8.319, -23.694, -3.507)
H (6.904, -22.576, -3.719)
H (7.274, -23.744, -4.995)
H (9.504, -18.363, -3.857)
H (9.613, -19.023, -5.439)
H (11.140, -18.479, -4.762)
H (8.007, -21.029, -2.167)
C (13.340, -35.509, 2.742)
C (13.294, -35.502, 1.139)
C (14.630, -36.106, 0.555)
C (14.829, -37.624, 0.535)
C (13.640, -38.286, -0.186)
C (12.313, -37.785, 0.484)
N (12.223, -36.332, 0.605)
O (10.960, -35.830, 0.955)
C (11.266, -38.225, -0.614)
C (12.065, -38.479, 1.808)
C (13.276, -33.996, 0.680)
H (14.005, -34.734, 3.122)
H (13.744, -36.478, 3.035)
H (12.374, -35.397, 3.236)
H (14.921, -35.559, -0.342)
H (15.336, -35.866, 1.350)
H (14.859, -38.066, 1.531)
H (15.734, -37.803, -0.046)
H (13.764, -39.368, -0.133)
H (13.653, -38.155, -1.268)
H (11.435, -37.819, -1.611)
H (11.059, -39.288, -0.732)
H (10.246, -37.900, -0.407)
H (12.954, -38.391, 2.433)
H (11.182, -38.049, 2.280)
H (11.867, -39.528, 1.592)
H (12.529, -33.419, 1.225)
H (13.005, -34.017, -0.376)
H (14.273, -33.557, 0.718)
H (10.844, -35.342, 0.136)
C (15.222, -24.445, 6.864)
C (14.071, -25.443, 6.481)
C (12.924, -25.209, 7.501)
C (11.535, -25.817, 7.073)
C (11.141, -25.278, 5.721)
C (12.328, -25.561, 4.650)
N (13.591, -25.023, 5.188)
O (14.574, -24.941, 4.198)
C (12.349, -27.051, 4.341)
C (11.800, -24.858, 3.372)
C (14.614, -26.905, 6.633)
H (14.991, -23.399, 6.664)
H (16.163, -24.616, 6.342)
H (15.493, -24.427, 7.919)
H (13.126, -25.654, 8.475)
H (12.802, -24.133, 7.622)
H (10.761, -25.550, 7.792)
H (11.568, -26.907, 7.067)
H (11.020, -24.217, 5.940)
H (10.234, -25.836, 5.489)
H (12.867, -27.679, 5.066)
H (11.292, -27.317, 4.349)
H (12.687, -27.366, 3.354)
H (12.554, -24.837, 2.584)
H (10.878, -25.282, 2.974)
H (11.518, -23.822, 3.562)
H (15.320, -27.037, 7.453)
H (15.104, -27.259, 5.726)
H (13.883, -27.692, 6.819)
H (15.076, -25.732, 4.406)
C (25.900, -18.953, 10.991)
C (25.352, -19.655, 9.766)
C (26.621, -20.096, 8.980)
C (26.349, -20.908, 7.677)
C (25.600, -22.084, 8.159)
C (24.356, -21.870, 9.095)
N (24.667, -20.879, 10.182)
O (23.496, -20.584, 10.945)
C (23.033, -21.670, 8.219)
C (24.058, -23.304, 9.755)
C (24.456, -18.661, 8.904)
H (26.467, -18.075, 10.683)
H (26.546, -19.593, 11.593)
H (25.199, -18.483, 11.681)
H (27.211, -19.283, 8.558)
H (27.307, -20.620, 9.645)
H (27.249, -21.194, 7.134)
H (25.887, -20.227, 6.962)
H (26.301, -22.811, 8.568)
H (25.245, -22.654, 7.300)
H (22.910, -22.444, 7.461)
H (22.121, -21.532, 8.800)
H (23.096, -20.638, 7.874)
H (23.289, -23.432, 10.516)
H (24.141, -24.154, 9.078)
H (24.938, -23.455, 10.381)
H (24.849, -17.647, 8.974)
H (23.446, -18.578, 9.304)
H (24.185, -18.984, 7.899)
H (23.778, -20.832, 11.829)
C (10.146, -14.898, 8.574)
C (10.113, -16.331, 7.931)
C (8.744, -16.380, 7.148)
C (8.762, -17.428, 6.074)
C (9.943, -17.352, 5.123)
C (11.316, -17.215, 5.835)
N (11.208, -16.265, 6.977)
O (12.456, -16.049, 7.549)
C (11.707, -18.684, 6.383)
C (12.298, -16.795, 4.724)
C (10.150, -17.528, 8.929)
H (9.922, -14.184, 7.783)
H (11.073, -14.663, 9.098)
H (9.293, -14.826, 9.249)
H (7.964, -16.786, 7.792)
H (8.307, -15.441, 6.809)
H (7.830, -17.530, 5.517)
H (8.892, -18.372, 6.603)
H (9.832, -16.457, 4.511)
H (9.807, -18.041, 4.289)
H (12.611, -18.542, 6.976)
H (10.847, -19.130, 6.883)
H (12.078, -19.389, 5.640)
H (12.213, -15.761, 4.388)
H (13.353, -16.859, 4.991)
H (12.083, -17.235, 3.750)
H (9.662, -18.431, 8.561)
H (9.693, -17.303, 9.893)
H (11.162, -17.835, 9.193)
H (12.627, -15.111, 7.439)
C (13.330, -34.749, 10.447)
C (13.016, -33.894, 11.674)
C (13.040, -32.410, 11.272)
C (12.441, -31.553, 12.395)
C (11.076, -32.087, 12.943)
C (10.957, -33.595, 13.266)
N (11.722, -34.407, 12.297)
O (11.718, -35.822, 12.537)
C (11.536, -33.813, 14.666)
C (9.433, -34.030, 13.211)
C (14.104, -34.162, 12.738)
H (13.207, -35.818, 10.620)
H (14.355, -34.641, 10.091)
H (12.752, -34.329, 9.623)
H (14.038, -32.083, 10.981)
H (12.403, -32.346, 10.390)
H (12.230, -30.620, 11.872)
H (13.184, -31.507, 13.192)
H (10.298, -31.815, 12.229)
H (10.911, -31.460, 13.819)
H (12.495, -33.423, 15.008)
H (10.875, -33.381, 15.417)
H (11.607, -34.878, 14.887)
H (8.869, -33.441, 13.934)
H (8.940, -33.815, 12.262)
H (9.362, -35.079, 13.497)
H (15.093, -34.017, 12.301)
H (14.072, -35.188, 13.106)
H (14.099, -33.444, 13.557)
H (11.310, -36.147, 11.732)
O (6.399, -33.738, 7.742)
C (7.324, -33.212, 7.114)
O (7.170, -32.576, 5.868)
C (8.349, -32.020, 5.422)
C (9.166, -31.963, 6.689)
C (8.745, -33.171, 7.533)
H (8.333, -31.035, 4.956)
H (8.725, -32.698, 4.656)
H (8.852, -31.120, 7.305)
H (10.232, -32.072, 6.492)
H (8.712, -32.927, 8.594)
H (9.229, -34.134, 7.366)
O (19.525, -26.702, 1.123)
C (20.236, -26.151, 0.302)
O (21.270, -26.792, -0.315)
C (21.910, -25.952, -1.271)
C (21.096, -24.634, -1.392)
C (20.210, -24.697, -0.157)
H (22.169, -26.380, -2.239)
H (22.797, -25.680, -0.698)
H (20.455, -24.653, -2.274)
H (21.716, -23.747, -1.519)
H (19.210, -24.274, -0.245)
H (20.726, -24.222, 0.678)
O (2.420, -20.117, 9.177)
C (3.188, -20.863, 8.545)
O (2.963, -21.076, 7.189)
C (3.982, -22.017, 6.708)
C (4.609, -22.653, 8.009)
C (4.454, -21.521, 9.059)
H (4.698, -21.467, 6.097)
H (3.487, -22.699, 6.017)
H (5.637, -23.006, 7.928)
H (3.976, -23.530, 8.146)
H (5.350, -20.903, 8.995)
H (4.345, -21.899, 10.075)
O (20.217, -17.892, 1.783)
C (19.538, -18.774, 2.303)
O (18.183, -18.896, 2.201)
C (17.772, -20.176, 2.726)
C (18.893, -20.584, 3.703)
C (20.086, -19.785, 3.215)
H (17.675, -20.900, 1.916)
H (16.758, -20.146, 3.124)
H (19.166, -21.612, 3.463)
H (18.667, -20.367, 4.747)
H (20.819, -20.397, 2.689)
H (20.558, -19.166, 3.979)
O (16.197, -25.825, -5.322)
C (15.439, -26.375, -4.527)
O (15.638, -26.217, -3.200)
C (14.844, -27.091, -2.466)
C (13.656, -27.401, -3.340)
C (14.223, -27.256, -4.766)
H (14.582, -26.686, -1.489)
H (15.345, -28.007, -2.154)
H (12.840, -26.683, -3.259)
H (13.375, -28.453, -3.283)
H (13.491, -26.766, -5.408)
H (14.549, -28.209, -5.180)
O (6.696, -21.318, 14.958)
C (7.402, -22.183, 14.542)
O (8.186, -22.117, 13.504)
C (9.281, -23.018, 13.527)
C (8.757, -24.229, 14.326)
C (7.632, -23.530, 15.187)
H (10.051, -22.585, 14.167)
H (9.869, -23.125, 12.616)
H (9.527, -24.716, 14.924)
H (8.324, -25.054, 13.761)
H (8.026, -23.492, 16.202)
H (6.702, -24.097, 15.159)
O (15.618, -22.507, 13.529)
C (16.181, -21.570, 12.969)
O (15.586, -20.794, 11.990)
C (16.546, -19.928, 11.445)
C (17.480, -19.733, 12.647)
C (17.559, -21.104, 13.260)
H (16.098, -18.979, 11.152)
H (17.005, -20.398, 10.575)
H (17.096, -18.961, 13.314)
H (18.521, -19.512, 12.411)
H (17.778, -20.938, 14.315)
H (18.277, -21.765, 12.775)
O (5.260, -23.054, 1.543)
C (4.467, -24.016, 1.468)
O (3.143, -23.780, 1.419)
C (2.328, -25.047, 1.588)
C (3.396, -25.975, 2.063)
C (4.764, -25.508, 1.469)
H (1.990, -25.462, 0.639)
H (1.524, -24.872, 2.304)
H (3.170, -27.017, 1.837)
H (3.397, -25.924, 3.152)
H (4.770, -25.896, 0.450)
H (5.598, -25.772, 2.119)
O (5.133, -28.577, 7.952)
C (4.650, -28.916, 9.005)
O (5.386, -29.305, 10.102)
C (4.538, -29.546, 11.206)
C (3.155, -29.897, 10.529)
C (3.177, -28.902, 9.384)
H (4.515, -28.674, 11.860)
H (5.003, -30.312, 11.827)
H (2.297, -29.696, 11.170)
H (3.077, -30.965, 10.323)
H (2.790, -27.886, 9.451)
H (2.714, -29.219, 8.449)

As for the multiplicity: 1. The calculation puts the energy at -5663.844934 Ha. The energy above the lowest of the compared OMol25 structures with the same formula, charge and spin comes out at 84.2 kcal per mole. As for the HOMO-LUMO gap: 7.85 eV.

Löwdin atomic charge list, values in e, 99 entries: atom 1 (C): -0.047, atom 2 (C): -0.503, atom 3 (C): -0.154, atom 4 (C): -0.174, atom 5 (C): -0.154, atom 6 (C): -0.502, atom 7 (N): -0.076, atom 8 (O): -0.009, atom 9 (C): -0.031, atom 10 (C): -0.053, atom 11 (C): -0.018, atom 12 (H): 0.076, atom 13 (H): 0.085, atom 14 (H): 0.081, atom 15 (H): 0.118, atom 16 (H): 0.113, atom 17 (H): 0.109, atom 18 (H): 0.110, atom 19 (H): 0.112, atom 20 (H): 0.116, atom 21 (H): 0.084, atom 22 (H): 0.068, atom 23 (H): 0.083, atom 24 (H): 0.086, atom 25 (H): 0.075, atom 26 (H): 0.088, atom 27 (H): 0.080, atom 28 (H): 0.062, atom 29 (H): 0.080, atom 30 (H): 0.096, atom 31 (C): -0.023, atom 32 (C): -0.459, atom 33 (C): -0.131, atom 34 (C): -0.174, atom 35 (C): -0.138, atom 36 (C): -0.482, atom 37 (N): -0.142, atom 38 (O): -0.003, atom 39 (C): -0.048, atom 40 (C): -0.024, atom 41 (C): -0.039, atom 42 (H): 0.074, atom 43 (H): 0.056, atom 44 (H): 0.073, atom 45 (H): 0.115, atom 46 (H): 0.107, atom 47 (H): 0.102, atom 48 (H): 0.111, atom 49 (H): 0.117, atom 50 (H): 0.109, atom 51 (H): 0.077, atom 52 (H): 0.079, atom 53 (H): 0.067, atom 54 (H): 0.066, atom 55 (H): 0.090, atom 56 (H): 0.086, atom 57 (H): 0.076, atom 58 (H): 0.076, atom 59 (H): 0.080, atom 60 (H): 0.103, atom 61 (C): -0.039, atom 62 (C): -0.489, atom 63 (C): -0.114, atom 64 (C): -0.197, atom 65 (C): -0.134, atom 66 (C): -0.456, atom 67 (N): -0.129, atom 68 (O): 0.009, atom 69 (C): -0.040, atom 70 (C): -0.043, atom 71 (C): -0.033, atom 72 (H): 0.083, atom 73 (H): 0.074, atom 74 (H): 0.079, atom 75 (H): 0.116, atom 76 (H): 0.115, atom 77 (H): 0.107, atom 78 (H): 0.100, atom 79 (H): 0.118, atom 80 (H): 0.114, atom 81 (H): 0.057, atom 82 (H): 0.081, atom 83 (H): 0.084, atom 84 (H): 0.074, atom 85 (H): 0.083, atom 86 (H): 0.079, atom 87 (H): 0.083, atom 88 (H): 0.074, atom 89 (H): 0.065, atom 90 (H): 0.079, atom 91 (C): -0.058, atom 92 (C): -0.491, atom 93 (C): -0.133, atom 94 (C): -0.188, atom 95 (C): -0.170, atom 96 (C): -0.409, atom 97 (N): -0.093, atom 98 (O): -0.018, atom 99 (C): -0.031